Density functional theory data (the ωB97M-V functional and the def2-TZVPD basis) for a molecular structure, C27H25AsBrIN5O5STi.

The calculation puts the HOMO energy (spin up / spin down) at -0.08409 / -0.18759 hartree. The calculation puts the HOMO-LUMO gap (spin up / spin down) at 4.0 / 6.8 eV. Its relative energy (zero: lowest compared OMol25 entry of this formula, charge and spin) is 73.7 kJ/mol. As for the multiplicity: 3. The net charge is -1.

Each line ends with the Mulliken charge.
Positions of all 67 atoms, in Å:
Ti  0.13  0.44  0.88  0.786
C  3.14  -0.51  4.51  -0.832
C  3.02  -1.43  3.31  0.086
N  3.96  -2.36  3.26  -0.647
C  3.79  -3.39  2.38  -0.719
C  2.75  -3.50  1.44  0.608
C  2.57  -4.64  0.55  -0.966
O  1.47  -5.39  1.07  -0.520
C  1.69  -2.47  1.45  0.696
C  0.45  -2.40  0.82  -0.592
N  -0.53  -1.59  1.21  0.280
C  -1.85  -2.00  0.90  0.225
C  -2.15  -2.67  -0.33  0.037
C  -3.37  -3.24  -0.55  -0.774
C  -4.36  -3.09  0.39  -0.618
C  -4.15  -2.25  1.51  -0.309
C  -2.87  -1.93  1.90  -0.385
I  -2.64  -0.82  3.70  0.031
C  2.05  -1.34  2.21  0.417
O  1.41  -0.19  2.11  0.063
H  4.10  -0.71  4.88  0.445
H  2.31  -0.52  5.27  0.199
H  3.22  0.55  4.19  0.181
H  4.56  -4.16  2.34  0.301
H  3.49  -5.27  0.57  0.358
H  2.41  -4.28  -0.48  0.263
H  1.25  -6.12  0.48  0.310
H  0.18  -3.14  0.08  0.373
H  -1.38  -2.78  -1.10  0.429
H  -3.43  -3.92  -1.39  0.401
H  -5.30  -3.61  0.31  0.364
H  -5.00  -1.97  2.11  0.397
Br  0.35  1.11  -7.68  -0.235
C  0.87  0.75  -5.80  -0.196
C  0.16  1.37  -4.78  -0.328
C  0.50  1.14  -3.44  0.378
C  1.44  0.12  -3.12  0.047
C  2.25  -0.39  -4.16  -0.490
C  1.98  -0.07  -5.46  -0.256
C  1.62  -0.36  -1.68  0.137
O  2.18  -1.43  -1.51  -0.540
O  1.07  0.40  -0.69  -0.497
H  -0.70  1.99  -4.97  0.488
H  -0.06  1.56  -2.55  -0.268
H  3.05  -1.07  -3.85  0.426
H  2.59  -0.39  -6.26  0.455
O  0.17  2.04  1.84  -0.407
N  0.29  3.42  1.89  -0.551
C  1.23  3.88  2.63  0.413
C  1.21  5.26  2.99  -0.071
N  1.05  6.34  3.33  -0.596
C  2.30  3.02  3.08  0.329
N  3.21  2.37  3.42  -0.736
C  -0.98  4.18  -1.11  -0.686
As  -2.55  3.08  -0.89  0.785
C  -3.75  2.80  -2.37  -1.049
C  -3.45  4.14  0.45  -1.121
S  -2.09  1.11  -0.04  -0.299
H  -0.32  3.66  -1.82  0.258
H  -0.56  4.26  -0.09  0.165
H  -1.28  5.22  -1.46  0.416
H  -3.35  3.24  -3.29  0.355
H  -4.73  3.21  -2.18  0.397
H  -3.77  1.71  -2.46  0.299
H  -2.87  4.16  1.39  0.341
H  -4.46  3.73  0.71  0.335
H  -3.52  5.14  -0.03  0.414